Entry 1:
DFT (wB97M-V/def2-TZVPD) results for a molecular structure, C22H34N3OPtTe.

XYZ file:
```
62
Properties=species:S:1:pos:R:3:lowdin_charge:R:1
Pt -0.7148 1.1347 0.3875 0.7464
C 0.6110 -3.3497 -3.2129 0.0204
C 0.2558 -2.0273 -2.5894 -0.5116
O -0.5466 -1.9125 -1.6724 -0.0488
N 0.8886 -0.9369 -3.0913 0.0750
C 0.6641 0.3780 -2.5221 -0.1157
C -0.7748 0.8143 -2.6725 -0.2535
C -1.3413 0.9004 -3.9364 0.0029
C -2.6660 1.2587 -4.0792 -0.0248
C -3.4013 1.5396 -2.9376 -0.0318
C -2.7750 1.4512 -1.7152 -0.1353
N -1.4833 1.0953 -1.5694 -0.1266
H 1.5340 -3.7206 -2.7644 0.0950
H 0.7649 -3.2656 -4.2882 0.0862
H -0.1837 -4.0616 -3.0105 0.0910
H 1.5104 -1.0406 -3.8738 0.1453
H 1.3189 1.0755 -3.0436 0.1401
H 0.9259 0.3886 -1.4624 0.0803
H -0.7331 0.6696 -4.8008 0.1264
H -3.1182 1.3228 -5.0596 0.1215
H -4.4407 1.8296 -2.9877 0.1182
H -3.3023 1.6892 -0.8015 0.1057
C -0.2831 -2.3337 1.4738 -0.3482
Te -1.8671 -1.0719 0.8806 1.4090
C -2.4909 -0.7852 2.8822 -0.3900
H 0.1988 -1.8952 2.3466 0.0028
H 0.4022 -2.4104 0.6367 0.0044
H -0.7204 -3.3017 1.7093 0.0275
H -2.7279 -1.7588 3.3065 0.0214
H -3.3727 -0.1506 2.8920 0.0125
H -1.6756 -0.3200 3.4272 -0.0186
C 3.8822 -1.6872 1.3743 -0.0404
C 2.8882 -1.0103 2.2784 -0.2738
C 2.8050 -1.3591 3.6248 -0.0096
C 1.8720 -0.7648 4.4663 -0.2587
C 1.8011 -1.1421 5.9209 -0.0384
C 1.0148 0.2021 3.9495 -0.0168
C 1.0967 0.5992 2.6125 -0.3368
C 2.0366 -0.0332 1.7889 -0.0305
N 0.2394 1.5408 2.0285 -0.1716
C -0.2391 2.7560 2.7567 -0.6247
C -0.3572 3.8647 1.6985 -0.0722
C 0.7531 3.2423 3.8188 -0.0335
C -1.6152 2.5331 3.3950 -0.0511
H 4.8648 -1.7433 1.8428 0.0847
H 3.9858 -1.1532 0.4301 0.0742
H 3.5714 -2.7102 1.1508 0.0828
H 3.4782 -2.1105 4.0232 0.1256
H 2.0493 -2.1921 6.0711 0.0809
H 0.8074 -0.9618 6.3308 0.0782
H 2.5097 -0.5502 6.5038 0.0901
H 0.2506 0.6174 4.5937 0.1023
H 2.1015 0.2771 0.7516 0.0967
H 0.6176 4.0728 1.2565 0.0876
H -0.7515 4.7843 2.1344 0.0898
H -1.0479 3.5661 0.8952 0.0524
H 1.7847 3.0804 3.5059 0.0961
H 0.6080 2.7711 4.7881 0.0772
H 0.6113 4.3151 3.9565 0.0900
H -2.3379 2.1993 2.6479 0.0605
H -1.9851 3.4593 3.8377 0.0945
H -1.5606 1.7835 4.1848 0.0672
```

Results
HOMO energy = -10.078 eV
energy above the lowest of the compared OMol25 structures with the same formula, charge and spin = 0.0 kcal/mol
Kohn-Sham gap = 0.239 Ha
charge = +1


Entry 2:
DFT (wB97M-V/def2-TZVPD) results for a molecular structure, C22H34NOP3Y.

XYZ file:
```
62
Properties=species:S:1:pos:R:3:lowdin_charge:R:1
C -1.8983 2.6888 -3.4241 -0.0748
C -1.5400 1.3837 -3.0183 -0.2825
C -0.2199 1.0171 -3.2825 -0.2426
C 0.8380 2.0018 -3.3881 -0.1644
C 0.4507 3.3746 -3.1586 -0.0645
C -0.9055 3.7321 -3.4041 -0.1089
C 2.2030 1.6115 -3.2832 0.0010
C 2.4106 0.1912 -3.0729 -0.1609
C 1.2776 -0.6875 -2.9874 -0.2392
C 1.4114 -1.9857 -2.4756 -0.2630
C 2.6941 -2.5644 -2.5442 -0.0730
C 3.8324 -1.7171 -2.5103 -0.1094
C 3.6624 -0.3033 -2.5600 -0.0568
H -2.9682 2.9478 -3.5951 0.1133
H 1.1011 4.2316 -2.8209 0.1123
H -1.2519 4.7839 -3.6090 0.1074
H 2.7779 2.2350 -2.5021 0.1386
H 2.7967 -3.6558 -2.4041 0.1110
H 4.8298 -2.2242 -2.4451 0.1064
H 4.5614 0.2783 -2.2045 0.1148
N 0.0368 -0.2895 -3.3185 0.1364
Y -0.0608 0.7325 1.5919 0.9638
C -2.4935 0.4766 -2.2870 -0.2620
H -2.3876 -0.5678 -2.6093 0.0765
H -3.5218 0.8614 -2.3856 0.0955
C 0.2353 -2.6628 -1.8014 -0.2603
H -0.7171 -2.5346 -2.3473 0.0778
H 0.4717 -3.7240 -1.6007 0.0884
P -2.1743 0.5540 -0.4254 0.7772
P -0.0308 -1.9688 -0.0430 0.8104
C 1.3922 -2.8307 0.7300 -0.2968
H 1.3893 -2.7193 1.8267 0.0171
H 1.3589 -3.8947 0.4700 0.0489
H 2.3176 -2.3906 0.3455 0.0405
C -1.3992 -3.0713 0.4942 -0.2876
H -1.0200 -4.0912 0.6434 0.0510
H -1.8277 -2.7145 1.4372 0.0271
H -2.1959 -3.0844 -0.2644 0.0393
C -2.7248 2.2515 -0.1238 -0.3051
H -3.7775 2.3273 -0.3953 0.0512
H -2.5989 2.5536 0.9240 0.0266
H -2.1427 2.9277 -0.7469 0.0353
C -3.6417 -0.3852 0.2513 -0.2670
H -3.4970 -0.5665 1.3353 0.0318
H -4.5544 0.2342 0.1096 0.0529
H -3.7551 -1.3659 -0.2563 0.0406
H 1.5207 0.7483 0.5669 -0.0132
H 1.6996 0.2015 1.1742 -0.0373
C -0.7476 0.7879 5.7468 -0.1488
P 0.3292 0.4925 4.4196 0.5984
C 1.3760 1.9098 4.0012 -0.1837
C 1.3377 -0.9796 4.4834 -0.1583
O -0.7975 0.1587 3.3649 -0.5450
H -1.3998 1.6164 5.4405 0.0865
H -0.2336 1.0053 6.6835 0.0778
H -1.3817 -0.1057 5.8304 0.0909
H 2.0018 1.9345 4.9106 0.0853
H 2.0681 1.8282 3.1109 0.0739
H 0.8456 2.8709 3.8758 0.0787
H 0.6938 -1.8680 4.5940 0.0851
H 1.9515 -1.1400 3.5683 0.0595
H 1.9919 -0.8572 5.3647 0.0759
```

Results
HOMO energy (alpha / beta) = -6.818 / -8.484 eV
Kohn-Sham gap (alpha / beta) = 0.106 / 0.161 Ha
charge = +1


Entry 3:
DFT (wB97M-V/def2-TZVPD) results for 3 unconnected molecules or ions with the total composition C22H35BF9N2O9P2S.

XYZ file:
```
81
Properties=species:S:1:pos:R:3:lowdin_charge:R:1
C 3.6932 0.3093 -0.4828 0.0352
B 2.6593 -0.6558 -1.1718 -0.4753
O 2.8829 -1.1586 -2.4107 0.1868
C 1.2910 -1.1479 -0.4703 -0.1064
N 1.5750 -1.9892 0.7840 -0.1990
P 1.0844 -3.7238 0.5070 0.4356
S -0.7373 -4.1094 0.9286 0.3306
C 1.0202 -1.3772 2.0448 -0.3426
P 2.0678 -2.0680 3.4335 0.7870
N 1.6368 -3.5095 3.8747 -0.2794
C 1.2304 0.1461 1.9432 -0.3146
C 0.6892 0.8016 3.2388 -0.0300
C 0.1500 2.1613 2.9058 -0.4185
O -1.0253 2.4742 2.8564 0.1626
F 1.1323 3.0406 2.6487 0.1220
O 0.5324 0.7629 0.8986 0.0038
C 0.2978 -0.0087 -0.2574 -0.4770
O 0.5339 0.8496 -1.3246 0.0708
C -1.1895 -0.4935 -0.1523 -0.0347
C -2.1924 0.2619 -1.0136 -0.1768
O -3.5145 -0.0090 -0.6274 -0.0872
C -3.9628 0.8346 0.3941 -0.1087
C -5.4346 0.6265 0.6428 -0.4197
F -6.1451 0.8310 -0.4749 0.1581
F -5.7840 1.6042 1.5189 0.1268
C -5.8081 -0.7129 1.3422 -0.3425
F -6.9214 -0.5477 2.0759 0.1623
F -4.8056 -0.9775 2.2209 0.1369
C -5.9539 -1.9605 0.4499 -0.4000
F -6.7999 -1.7505 -0.5662 0.1626
F -4.7719 -2.3588 -0.0343 0.1585
C -6.5360 -3.1401 1.2741 -0.2964
F -6.7807 -4.1338 0.3857 0.0938
F -5.6356 -3.5990 2.1504 0.1170
H 4.4229 0.6755 -1.1941 0.0795
H 3.1618 1.1242 -0.0015 0.0737
H 4.2553 -0.1976 0.3066 0.0763
H 3.8293 -1.1783 -2.5698 0.1190
H 0.8270 -1.8116 -1.1932 0.1099
H 2.5913 -2.0014 0.9056 0.1084
H 1.4612 -3.9298 -0.8298 0.0192
H 1.9967 -4.4173 1.3207 0.0002
H -0.0223 -1.6179 2.2107 0.1081
H 2.0812 -1.1556 4.5010 0.0289
H 3.3687 -2.0774 2.8613 0.0295
H 0.8084 -3.8015 3.3651 -0.0726
H 2.2989 0.3661 1.9069 0.1447
H -0.1421 0.2192 3.6143 0.1372
H 1.4639 0.8810 3.9890 0.1189
H 0.3236 0.3963 -2.1740 0.0956
H -1.4668 -0.3394 0.8848 0.1217
H -1.2289 -1.5512 -0.3844 0.0831
H -1.9843 1.3321 -0.9454 0.1395
H -2.0609 -0.0191 -2.0505 0.1059
H -3.8805 1.8693 0.0543 0.1514
H -3.3969 0.7773 1.3192 0.1360
H -7.4890 -2.8983 1.7288 0.1701
O 4.6929 2.7765 2.9488 0.0995
C 4.7617 3.8082 2.3435 -0.4948
O 5.8799 4.2059 1.7011 0.0298
C 5.6957 5.5287 1.1575 -0.1461
C 4.1874 5.6978 1.0304 -0.1474
C 3.6799 4.8593 2.2023 -0.0748
H 6.1402 6.2504 1.8451 0.1295
H 6.2099 5.5926 0.2023 0.1249
H 3.8662 6.7365 1.0530 0.1185
H 3.8451 5.2619 0.0904 0.1173
H 3.6276 5.4372 3.1260 0.1387
H 2.7238 4.3930 1.9935 0.0968
O -0.6201 -0.8812 -3.0010 0.0712
C -0.4414 -1.0408 -4.1924 -0.4293
O 0.6426 -0.5897 -4.8127 0.0573
C 0.5304 -0.8214 -6.2398 -0.1181
C -0.4768 -1.9540 -6.3697 -0.1374
C -1.3849 -1.7034 -5.1661 -0.0497
H 0.1881 0.1011 -6.7094 0.1340
H 1.5088 -1.0747 -6.6367 0.1303
H -0.9945 -1.9598 -7.3252 0.1241
H 0.0268 -2.9145 -6.2554 0.1225
H -2.1935 -1.0070 -5.3956 0.1436
H -1.7924 -2.6196 -4.7480 0.1339
```

Results
HOMO energy = -12.289 eV
Kohn-Sham gap = 0.338 Ha
charge = +1


The max |F| results, record by record, are as follows: 0.62, 5.24, 3.28 eV/A.